1.
A molecular structure, C20H27BrF6FeN5O7PS2, computed with wB97M-V/def2-TZVPD.

## Properties
- net charge = +1
- ⟨S²⟩ = 8.760
- max |F| (eV/A) = 0.8
- highest occupied orbital energy (alpha / beta) (eV) = -11.55 / -11.54
- E_LUMO (alpha / beta) (eV) = -2.21 / -5.24
- frontier orbital gap (alpha / beta) (eV) = 9.34 / 6.30
- energy relative to the best compared isomer or geometry (same formula, charge and spin) (kcal per mole) = 19.4
- spin multiplicity = 6

The geometry in XYZ format:
```
70
Properties=species:S:1:pos:R:3:forces:R:3
Fe 0.1416 0.4981 0.3015 -0.81 -0.04 -0.11
F 4.3901 0.9674 -0.4443 0.02 0.06 0.07
C 3.8525 0.9750 0.7642 0.11 -0.18 -0.06
F 2.9819 1.9815 0.8501 -0.10 0.11 0.02
F 4.7783 1.1065 1.6909 0.00 0.02 -0.09
S 2.9540 -0.6183 1.0042 0.07 -0.11 0.25
O 1.7848 -0.5075 0.0750 0.27 0.16 -0.19
O 3.8469 -1.6666 0.6975 -0.02 -0.01 0.07
N 2.4793 -0.4663 2.4861 -0.06 -0.14 -0.17
S 1.0210 -0.7810 2.9702 0.03 0.10 0.03
O 0.0219 0.0180 2.1859 0.07 0.02 0.10
O 0.6667 -2.1361 3.1729 0.03 0.00 0.00
C 1.0295 0.1032 4.5935 -0.02 -0.13 0.06
F 1.9031 -0.4789 5.3885 -0.05 0.04 -0.02
F -0.1905 0.0181 5.0953 0.05 -0.01 0.00
F 1.3511 1.3765 4.4141 0.02 0.08 -0.05
O 0.0134 2.3142 0.1592 0.33 0.00 -0.02
P 0.0078 3.8569 0.0876 -0.22 -0.07 -0.03
N 1.2971 4.3309 -0.7705 0.06 0.00 0.03
C 1.8896 5.6890 -0.7304 -0.05 0.02 -0.05
C 2.2936 5.9401 -2.1783 0.02 0.02 0.01
C 2.6866 4.5478 -2.6660 -0.01 0.01 -0.04
C 1.6186 3.6510 -2.0468 0.00 0.04 -0.01
N 0.1439 4.5821 1.5371 -0.02 -0.15 0.05
C 1.3781 4.4731 2.3384 0.00 0.01 0.03
C 1.0168 5.2475 3.5955 0.01 0.02 0.00
C -0.4564 4.8926 3.8377 -0.03 0.01 0.01
C -1.0157 4.4811 2.4624 0.02 0.07 -0.04
N -1.4413 4.2048 -0.5433 0.08 0.10 0.00
C -1.8551 5.5953 -0.8213 0.01 -0.02 -0.01
C -3.3734 5.4889 -0.9217 0.00 0.02 -0.01
C -3.5800 4.0973 -1.5154 -0.03 -0.02 0.01
C -2.5398 3.2416 -0.7983 0.01 0.01 0.00
H 2.7673 5.6962 -0.0802 0.01 -0.02 -0.01
H 1.1759 6.4179 -0.3483 0.01 0.00 0.01
H 3.0989 6.6680 -2.2549 0.00 0.00 -0.01
H 1.4414 6.3147 -2.7492 -0.01 -0.01 0.00
H 3.6728 4.2769 -2.2845 -0.01 0.00 0.01
H 2.7086 4.4604 -3.7502 0.01 0.00 0.00
H 1.9734 2.6361 -1.8678 0.01 -0.01 0.02
H 0.7325 3.6008 -2.6873 -0.01 -0.02 0.01
H 2.2281 4.8908 1.8045 -0.01 -0.02 0.00
H 1.5943 3.4239 2.5726 0.00 0.02 0.02
H 1.1271 6.3156 3.4063 0.00 0.00 -0.01
H 1.6591 4.9870 4.4346 -0.01 0.00 0.01
H -1.0069 5.7348 4.2509 -0.01 -0.02 0.02
H -0.5516 4.0667 4.5417 0.03 -0.01 -0.01
H -1.8172 5.1325 2.1172 0.01 0.02 0.00
H -1.4009 3.4573 2.4878 -0.02 0.01 0.02
H -1.4212 5.9406 -1.7646 0.00 0.00 0.00
H -1.5256 6.2675 -0.0260 -0.01 0.00 -0.01
H -3.8001 6.2857 -1.5275 -0.01 0.00 0.00
H -3.8183 5.5451 0.0741 0.01 -0.01 0.00
H -3.3781 4.1125 -2.5881 0.01 0.00 0.00
H -4.5868 3.7127 -1.3671 0.00 0.00 -0.01
H -2.1954 2.4033 -1.4003 -0.01 -0.01 0.01
H -2.9315 2.8451 0.1415 0.00 0.00 0.01
Br -4.3799 -5.8619 -1.3541 0.00 0.00 0.00
C -2.9378 -4.6660 -1.1829 -0.02 0.04 0.00
C -1.6323 -5.1451 -1.2472 0.05 -0.05 -0.01
N -0.5659 -4.3617 -1.1359 -0.13 0.02 0.00
C -0.7732 -3.0618 -0.9580 0.13 0.03 -0.02
C -2.0375 -2.4942 -0.8772 -0.16 -0.11 -0.03
C -3.1547 -3.3186 -0.9922 0.05 -0.03 0.02
C -2.2590 -1.0491 -0.6534 0.06 0.44 0.09
O -3.3188 -0.5226 -0.4729 -0.03 -0.15 -0.03
O -1.1242 -0.2909 -0.6683 0.27 -0.18 0.04
H -1.4513 -6.2031 -1.3957 0.01 0.01 0.00
H 0.1171 -2.4489 -0.8830 -0.02 0.01 0.00
H -4.1505 -2.9019 -0.9293 0.00 0.01 0.00
```
Positions in Å, forces in eV/Å.

Atomic partial charges in e from the Löwdin method, atoms 1 to 6: atom 1 (Fe): 1.104, atom 2 (F): 0.177, atom 3 (C): -0.683, atom 4 (F): 0.127, atom 5 (F): 0.191, atom 6 (S): 0.693

2.
A single C9H11N3O2 molecule in a non-equilibrium geometry, computed with wB97M-V/def2-TZVPD.

## Properties
- max |F| (eV/A) = 3.7
- highest occupied orbital energy (eV) = -8.35
- E_LUMO (eV) = 0.64
- frontier orbital gap (eV) = 8.99
- energy relative to the best compared isomer or geometry (same formula, charge and spin) (kcal per mole) = 76.2

The geometry in XYZ format:
```
25
Properties=species:S:1:pos:R:3:forces:R:3
O -0.8682 0.5681 2.8680 0.07 -2.76 -0.68
O 1.8419 3.6338 -1.3544 1.93 1.86 -0.59
N -1.0721 -0.6488 2.6244 0.05 2.34 -0.03
C -1.1649 1.1093 -0.6114 0.44 -1.44 0.92
C -1.3555 2.2013 -1.4413 0.81 0.23 0.68
C 0.1346 0.8096 -0.0925 -0.19 2.05 -0.85
C -0.3154 3.1025 -1.6704 -1.40 -0.97 -0.49
C 1.1775 1.7310 -0.4306 -3.23 -1.81 0.55
N -0.5995 -1.0775 1.4665 0.33 -0.07 -0.12
N 0.9136 2.8494 -1.1601 -0.81 -0.94 0.26
C -0.7792 -2.4722 1.0510 -0.19 0.15 -0.27
C 0.5305 -2.8174 0.3609 0.50 0.10 0.93
C 0.9548 -1.5194 -0.3101 -0.75 -0.12 -0.44
C 0.4775 -0.4456 0.6997 -0.14 0.89 -1.44
H -2.0292 0.4562 -0.3346 0.90 0.59 -0.33
H -2.3362 2.3817 -1.8455 -0.08 0.20 -0.15
H -0.4569 3.9568 -2.3346 0.55 -0.18 0.51
H 2.1701 1.6335 -0.0913 0.95 0.08 0.22
H -1.6191 -2.5525 0.3614 -0.09 0.15 -0.14
H -1.0006 -3.1185 1.8793 -0.05 -0.09 0.57
H 0.4018 -3.6353 -0.3227 0.15 -0.45 -0.25
H 1.2472 -3.0743 1.1613 -0.11 -0.14 -0.47
H 2.0201 -1.4074 -0.5364 -0.18 -0.16 0.23
H 0.4235 -1.4323 -1.2846 0.19 0.18 0.66
H 1.3038 -0.2320 1.3478 0.34 0.31 0.72
```
Positions in Å, forces in eV/Å.

Atomic partial charges in e from the Löwdin method, atoms 1 to 6: atom 1 (O): -0.067, atom 2 (O): -0.056, atom 3 (N): -0.026, atom 4 (C): -0.037, atom 5 (C): -0.056, atom 6 (C): -0.122

3.
A molecular structure, C16H24F5IrN6S in a non-equilibrium geometry, computed with wB97M-V/def2-TZVPD.

## Properties
- net charge = +2
- ⟨S²⟩ = 6.021
- max |F| (eV/A) = 2.9
- highest occupied orbital energy (alpha / beta) (eV) = -13.58 / -15.07
- E_LUMO (alpha / beta) (eV) = -5.76 / -9.47
- frontier orbital gap (alpha / beta) (eV) = 7.82 / 5.60
- spin multiplicity = 5

The geometry in XYZ format:
```
53
Properties=species:S:1:pos:R:3:forces:R:3
Ir -0.5691 0.6776 -0.1135 0.24 0.65 -1.05
F 6.1396 0.7999 2.4435 -1.51 0.01 -0.21
C 4.8178 0.8218 2.2425 0.86 0.11 0.69
C 4.3143 0.9271 0.9486 0.00 -0.18 -1.34
F 5.1701 0.8995 -0.0903 -0.75 0.20 0.83
C 2.9421 1.0318 0.7073 0.44 -0.06 1.00
F 2.5186 1.2135 -0.5437 -0.11 -0.04 -0.15
C 2.0205 0.9587 1.7827 0.09 -0.23 -0.60
S 0.2765 1.0870 1.8408 0.96 0.52 2.50
C 2.5740 0.7612 3.0486 -0.73 0.31 1.24
F 1.7321 0.6562 4.0887 0.62 0.09 -0.44
C 3.9177 0.7898 3.3140 1.06 0.35 1.22
F 4.3263 0.8919 4.6011 -0.27 -0.52 -1.64
N -2.5372 0.6242 -0.7994 -2.12 0.85 -0.15
C -3.2941 1.9196 -0.4701 -0.89 -1.04 0.87
C -3.1012 3.1028 -1.3830 -0.43 0.07 -0.04
C -2.1968 4.1613 -0.7958 -0.14 1.55 0.91
C -0.8779 3.8260 -0.1072 0.75 -1.31 -0.53
N -0.1665 2.6134 -0.8156 0.22 2.13 -1.89
H -2.5676 0.4478 -1.8207 -0.15 0.05 0.72
H -3.0104 -0.1542 -0.3144 -0.04 0.51 -0.50
H -3.0106 2.1669 0.5562 0.01 -0.01 -0.05
H -4.3601 1.6763 -0.4131 0.18 -0.16 -0.16
H -4.1066 3.5893 -1.4830 0.94 -0.48 -0.26
H -2.7906 2.7716 -2.3658 0.01 -0.02 -0.45
H -2.7947 4.5991 0.0225 0.21 0.17 -0.30
H -2.0410 4.9935 -1.5001 -0.06 -0.44 0.05
H -0.9852 3.5616 0.9554 -0.07 -0.12 -0.41
H -0.1858 4.6747 -0.1401 -0.20 -0.20 -0.11
H 0.8286 2.8132 -0.9067 0.12 0.00 0.53
H -0.4144 2.6467 -1.8244 -0.16 0.19 0.71
C 1.1426 -1.6794 -0.2737 0.52 -1.01 -1.01
N -0.3378 -1.3260 -0.2577 0.46 -1.04 -0.85
C -0.9753 -1.7694 -1.5712 0.21 -1.87 0.04
N -0.7223 -3.2177 -1.7816 -0.65 1.53 0.23
C 0.7060 -3.4288 -1.8247 0.92 -0.71 -1.04
N 1.3754 -3.1048 -0.5651 -1.00 0.96 0.94
C 0.6993 -3.8237 0.5313 0.22 0.42 0.65
N -0.7349 -3.5255 0.6221 0.31 0.09 -0.23
C -0.9445 -2.0995 0.8854 -0.21 -2.10 -0.14
C -1.3180 -3.9414 -0.6497 -0.78 -0.53 -0.54
H 1.5163 -1.4332 0.7200 0.13 -0.04 -0.10
H 1.6435 -1.0795 -1.0514 -0.30 -0.11 0.31
H -0.5615 -1.1680 -2.3950 0.02 -0.27 0.28
H -2.0674 -1.6295 -1.5108 0.49 -0.10 0.04
H 1.1239 -2.7810 -2.6030 0.01 -0.11 0.02
H 0.9309 -4.4759 -2.1459 -0.22 0.73 0.55
H 1.1688 -3.5302 1.4694 0.10 -0.02 0.07
H 0.8166 -4.8818 0.4335 0.13 -0.67 -0.26
H -0.4038 -1.8998 1.8292 -0.48 0.48 -0.46
H -2.0504 -1.9896 0.9620 0.77 0.56 -0.01
H -2.4021 -3.7218 -0.6638 0.39 -0.25 0.14
H -1.1736 -5.0435 -0.8242 -0.10 1.08 0.37
```
Positions in Å, forces in eV/Å.

Atomic partial charges in e from the Löwdin method, atoms 1 to 6: atom 1 (Ir): 1.191, atom 2 (F): 0.182, atom 3 (C): -0.073, atom 4 (C): -0.100, atom 5 (F): 0.147, atom 6 (C): -0.211